(1)
Molecular formula: C2H3O6SSn
Method: DFT, ωB97M-V/def2-TZVPD

The maximum force is 3.5 eV/A. Its energy above the lowest of the compared OMol25 structures with the same formula, charge and spin is 0.0 kJ/mol. The charge is -1. For the total energy, the calculation gives -31074.3580 eV.

Each line ends with the natural charge from an NBO analysis.
Geometry (Å):
C: 0.821 0.888 3.491  -0.726
H: 0.461 -0.035 3.946  0.224
H: 0.073 1.666 3.635  0.223
C: 0.838 0.560 1.961  0.778
O: -0.173 0.040 1.419  -0.756
Sn: 1.056 0.131 -1.425  1.521
H: 1.820 1.069 3.879  0.215
O: -1.599 -0.301 -2.394  -1.078
O: -2.123 -2.283 -3.736  -1.016
O: 0.087 -1.276 -3.665  -1.113
O: -1.787 -0.099 -4.769  -1.034
S: -1.383 -1.011 -3.678  2.564
O: 1.909 0.651 1.338  -0.804

***

(2)
Molecular formula: C2H3OS2
Method: DFT, ωB97M-V/def2-TZVPD

The maximum force is 2.1 eV/A. Its energy above the lowest of the compared OMol25 structures with the same formula, charge and spin is 121.5 kJ/mol. The charge is -1. For the total energy, the calculation gives -25841.2277 eV.

Each line ends with the natural charge from an NBO analysis.
Geometry (Å):
H: 1.097 0.873 -1.167  0.166
C: 0.485 0.684 -0.195  -0.780
H: -0.408 1.322 -0.048  0.192
O: 4.137 -1.362 1.083  -0.487
H: -0.044 -0.313 -0.281  0.170
C: 3.919 -0.560 0.254  0.485
S: 3.809 0.422 -0.981  -0.055
S: 1.187 0.765 1.466  -0.691

***

(3)
Molecular formula: C2H3OS4
Method: DFT, ωB97M-V/def2-TZVPD

The maximum force is 3.6 eV/A. Its energy above the lowest of the compared OMol25 structures with the same formula, charge and spin is 51.0 kJ/mol. The charge is -1. The multiplicity is 3. For the total energy, the calculation gives -47508.0921 eV. The expectation value of S² is 2.007.

Each line ends with the Mulliken spin population.
Geometry (Å):
O: 2.431 0.274 1.164  -0.820
C: 2.638 0.283 0.022  1.874
S: 2.970 0.576 -1.526  -0.562
S: -1.842 -0.594 1.863  0.094
S: -0.624 1.380 0.002  0.082
S: -2.136 -0.990 -1.019  -0.014
C: -1.026 -0.530 0.215  1.427
H: -0.807 -0.360 2.514  -0.035
H: -1.196 -1.553 -1.942  0.000
H: -0.407 1.513 -1.292  -0.046

***

(4)
Molecular formula: C2H3P
Method: DFT, ωB97M-V/def2-TZVPD

The maximum force is 4.3 eV/A. Its energy above the lowest of the compared OMol25 structures with the same formula, charge and spin is 26.1 kJ/mol. As for the SMILES: C#CP. For the total energy, the calculation gives -11408.4678 eV.

Each line ends with the natural charge from an NBO analysis.
Geometry (Å):
H: 1.496 0.645 1.060  -0.014
C: -0.445 -0.293 -0.050  -0.328
H: 1.787 0.863 -1.047  0.012
H: -2.622 -0.503 0.053  0.223
P: 1.390 -0.224 0.004  0.307
C: -1.605 -0.488 -0.020  -0.201

***

(5)
Molecular formula: C2H3P3
Method: DFT, ωB97M-V/def2-TZVPD

The maximum force is 4.5 eV/A. Its energy above the lowest of the compared OMol25 structures with the same formula, charge and spin is 248.0 kJ/mol. For the total energy, the calculation gives -29985.0723 eV.

Each line ends with the natural charge from an NBO analysis.
Geometry (Å):
C: -0.875 1.037 0.308  -0.640
H: 2.371 -0.186 -1.294  0.004
H: -1.788 -1.214 0.578  0.210
P: 0.596 -1.736 -0.224  0.442
P: 0.556 1.748 -0.189  0.427
P: 1.850 0.030 -0.044  -0.052
C: -0.764 -0.966 0.357  -0.628
H: -1.946 1.286 0.509  0.236

***

(6)
Molecular formula: C2H3PS
Method: DFT, ωB97M-V/def2-TZVPD

The maximum force is 4.2 eV/A. Its energy above the lowest of the compared OMol25 structures with the same formula, charge and spin is 63.9 kJ/mol. As for the SMILES: [H]/P=C/C=S. For the total energy, the calculation gives -22243.9143 eV.

Each line ends with the natural charge from an NBO analysis.
Geometry (Å):
C: 1.471 -0.661 -0.004  -0.338
P: -1.215 -0.702 0.051  0.525
H: 1.325 -1.677 0.310  0.204
H: 0.080 1.193 -0.740  0.264
S: 3.001 -0.075 0.063  0.054
H: -1.943 0.358 0.032  -0.082
C: 0.267 0.070 -0.276  -0.628

***

(7)
Molecular formula: C2H3PS
Method: DFT, ωB97M-V/def2-TZVPD

The maximum force is 4.9 eV/A. Its energy above the lowest of the compared OMol25 structures with the same formula, charge and spin is 66.5 kJ/mol. As for the SMILES: [H]/P=C/C=S. For the total energy, the calculation gives -22243.8880 eV.

Each line ends with the natural charge from an NBO analysis.
Geometry (Å):
H: 2.327 -0.828 0.071  -0.036
P: 1.784 0.467 -0.095  0.509
C: 0.341 -0.285 -0.071  -0.672
C: -1.083 0.541 -0.026  -0.297
S: -2.621 -0.104 -0.034  0.057
H: -1.012 1.613 0.285  0.201
H: 0.263 -1.405 -0.130  0.239

***

(8)
Molecular formula: C2H4
Method: DFT, ωB97M-V/def2-TZVPD

The maximum force is 3.2 eV/A. Its energy above the lowest of the compared OMol25 structures with the same formula, charge and spin is 24.1 kJ/mol. As for the SMILES: C=C. For the total energy, the calculation gives -2137.6511 eV.

Each line ends with the natural charge from an NBO analysis.
Geometry (Å):
H: -0.426 1.179 -0.907  0.187
C: 0.206 0.358 -0.493  -0.379
H: 1.235 0.346 -0.907  0.198
C: -0.229 -0.398 0.466  -0.397
H: -1.174 -0.260 1.077  0.204
H: 0.507 -1.020 0.898  0.187

***

(9)
Molecular formula: C2H41O19
Method: DFT, ωB97M-V/def2-TZVPD

The maximum force is 3.5 eV/A. Its energy above the lowest of the compared OMol25 structures with the same formula, charge and spin is 62.5 kJ/mol. The charge is -1. For the total energy, the calculation gives -41644.8283 eV.

Each line ends with the natural charge from an NBO analysis.
Geometry (Å):
H: -2.638 1.287 1.302  0.470
H: -1.061 -3.592 -1.645  0.457
H: 1.885 3.451 -1.268  0.488
H: 1.846 -1.437 -2.893  0.470
C: 0.164 0.270 -0.491  -0.070
H: 2.075 -2.183 -1.596  0.487
H: 0.512 -0.868 4.700  0.462
H: 0.163 1.318 1.864  0.499
H: 0.984 -0.935 1.113  0.169
H: -0.194 -2.866 -2.652  0.490
O: -0.168 -1.288 4.171  -0.947
H: 2.380 1.520 0.573  0.501
H: -3.023 -0.008 1.985  0.479
H: -2.000 3.622 -0.084  0.479
H: 3.363 0.413 -2.847  0.474
O: 0.037 1.578 2.777  -0.965
H: 0.796 3.508 0.735  0.505
H: -0.746 2.164 -2.106  0.493
H: -2.534 -1.975 2.507  0.482
O: 1.721 -2.291 -2.479  -0.951
H: 3.179 0.998 1.748  0.452
H: 0.758 1.159 3.247  0.434
H: -1.861 -1.104 3.547  0.487
O: -3.483 -1.286 -0.495  -0.983
H: 2.145 -3.477 3.168  0.489
O: -3.357 1.078 -1.929  -0.999
H: -0.712 3.433 -2.930  0.480
H: -0.761 0.350 -1.063  0.134
O: 3.277 1.365 0.869  -0.968
H: 1.477 -3.405 1.037  0.489
O: -1.171 2.598 -2.846  -0.974
H: -4.405 -1.078 -0.340  0.479
H: -3.305 1.572 -1.111  0.501
H: -3.130 -0.506 -0.923  0.510
O: -1.105 -3.086 -2.456  -0.955
O: -2.471 -3.175 1.222  -0.972
H: -1.488 2.198 -0.134  0.505
O: 4.063 0.488 -2.200  -0.976
O: 0.306 1.549 0.046  -1.056
H: -2.987 1.666 -2.588  0.496
O: -2.711 -1.468 3.300  -0.989
O: 1.819 -3.816 0.243  -0.962
O: 1.824 -2.725 2.670  -0.950
H: 2.709 -3.473 0.160  0.461
H: 2.245 2.456 -2.351  0.470
H: 1.146 0.278 -3.867  0.493
H: 2.083 1.163 -4.661  0.493
H: 0.311 -1.881 3.592  0.488
O: -3.334 0.882 1.819  -0.971
H: 3.632 0.834 -1.418  0.480
H: -1.726 -3.641 0.843  0.463
O: 1.097 4.416 0.752  -0.972
H: -0.177 -1.752 0.073  0.207
H: -0.654 -0.598 1.231  0.213
O: 2.367 3.369 -2.091  -0.962
H: 2.405 -2.006 2.919  0.488
O: -2.282 2.712 0.010  -0.990
H: 0.486 4.861 1.339  0.465
O: 2.007 0.694 -3.830  -0.961
H: 0.919 0.091 -1.256  0.106
H: -2.807 -2.636 0.506  0.512
C: 0.112 -0.782 0.478  -0.633

***

(10)
Molecular formula: C2H4B2O
Method: DFT, ωB97M-V/def2-TZVPD

The maximum force is 3.8 eV/A. Its energy above the lowest of the compared OMol25 structures with the same formula, charge and spin is 47.9 kJ/mol. For the total energy, the calculation gives -5535.6266 eV.

Each line ends with the natural charge from an NBO analysis.
Geometry (Å):
B: 0.507 -0.901 -0.161  -0.301
O: 2.743 0.477 0.006  -0.418
H: -0.932 2.296 -1.143  -0.043
C: 0.052 0.577 0.556  -1.069
C: 1.850 -0.265 0.054  0.726
H: 0.085 -1.786 0.638  0.061
H: 0.331 -1.017 -1.376  0.064
H: 0.078 0.603 1.679  0.288
B: -0.571 1.531 -0.187  0.692

***

(11)
Molecular formula: C2H4Br2
Method: DFT, ωB97M-V/def2-TZVPD

The maximum force is 1.6 eV/A. Its energy above the lowest of the compared OMol25 structures with the same formula, charge and spin is 42.2 kJ/mol. As for the SMILES: BrCCBr. For the total energy, the calculation gives -142223.5364 eV.

Each line ends with the natural charge from an NBO analysis.
Geometry (Å):
C: 0.514 -0.317 -0.464  -0.443
H: 1.530 -0.260 -0.074  0.226
H: 0.589 0.448 -1.236  0.230
Br: -0.530 2.196 0.493  -0.031
H: -0.038 -0.035 1.534  0.223
H: -1.473 -0.171 0.398  0.236
Br: -0.127 -2.070 -1.212  -0.013
C: -0.465 0.210 0.561  -0.429

***

(12)
Molecular formula: C2H4Br2NO
Method: DFT, ωB97M-V/def2-TZVPD

The maximum force is 5.7 eV/A. Its energy above the lowest of the compared OMol25 structures with the same formula, charge and spin is 129.2 kJ/mol. The charge is +1. For the total energy, the calculation gives -145751.5172 eV.

Each line ends with the natural charge from an NBO analysis.
Geometry (Å):
C: -0.954 1.150 -0.820  0.363
H: 0.269 -0.683 1.396  0.479
Br: -2.438 -0.686 0.931  0.304
C: -0.976 -0.190 -0.109  0.027
N: 0.276 -0.500 0.302  -0.836
H: -1.928 1.549 -0.996  0.211
O: 0.171 1.607 -0.966  -0.477
H: 0.416 -1.440 -0.106  0.492
H: 0.893 0.362 -0.090  0.501
Br: -1.103 -1.360 -2.312  -0.064

***

(13)
Molecular formula: C2H4Br2O2
Method: DFT, ωB97M-V/def2-TZVPD

The maximum force is 4.7 eV/A. Its energy above the lowest of the compared OMol25 structures with the same formula, charge and spin is 249.7 kJ/mol. As for the SMILES: O=C=CBr.Br.O. For the total energy, the calculation gives -146315.9678 eV.

Each line ends with the natural charge from an NBO analysis.
Geometry (Å):
Br: -0.956 3.444 -0.696  -0.231
O: 2.986 0.820 0.259  -0.427
Br: 0.983 -2.038 -0.832  0.031
C: 1.988 0.223 0.142  0.698
C: 0.767 -0.277 -0.037  -0.607
H: -1.594 -1.183 -0.561  0.479
H: -1.425 -1.962 0.784  0.493
O: -1.564 -1.104 0.361  -0.945
H: -0.192 0.001 0.225  0.279
H: -0.993 2.077 0.353  0.231

***

(14)
Molecular formula: C2H4BrCl
Method: DFT, ωB97M-V/def2-TZVPD

The maximum force is 4.7 eV/A. Its energy above the lowest of the compared OMol25 structures with the same formula, charge and spin is 363.4 kJ/mol. For the total energy, the calculation gives -84700.2032 eV.

Each line ends with the natural charge from an NBO analysis.
Geometry (Å):
H: 1.016 1.575 1.242  0.194
C: -1.036 -0.629 0.974  -0.513
H: 0.477 1.400 -0.412  0.184
H: -1.252 -0.352 2.100  0.214
C: 0.816 0.884 0.428  -0.369
H: -0.784 -1.674 0.853  0.207
Br: -2.382 0.181 0.021  0.080
Cl: 2.241 0.018 0.131  0.003

***

(15)
Molecular formula: C2H4BrCl2OP
Method: DFT, ωB97M-V/def2-TZVPD

The maximum force is 4.6 eV/A. Its energy above the lowest of the compared OMol25 structures with the same formula, charge and spin is 214.6 kJ/mol. For the total energy, the calculation gives -108562.1612 eV.

Each line ends with the natural charge from an NBO analysis.
Geometry (Å):
Cl: 0.320 2.691 -0.520  -0.251
C: -1.384 -0.463 0.262  -0.773
Br: 1.539 -2.618 -0.363  -0.347
H: -1.273 -1.399 0.725  0.311
Cl: 2.778 0.677 -0.716  -0.177
O: 1.298 0.957 1.646  -1.026
C: -0.179 -0.252 -0.425  -0.249
H: -0.215 -0.315 -1.571  0.260
P: 1.073 0.923 0.201  1.731
H: -2.260 -0.513 -0.362  0.251
H: -1.696 0.312 1.124  0.270

***

(16)
Molecular formula: C2H4BrClIN
Method: DFT, ωB97M-V/def2-TZVPD

The maximum force is 5.4 eV/A. Its energy above the lowest of the compared OMol25 structures with the same formula, charge and spin is 64.1 kJ/mol. For the total energy, the calculation gives -94292.7541 eV.

Each line ends with the natural charge from an NBO analysis.
Geometry (Å):
Cl: -1.455 -1.503 -0.896  -0.015
H: -1.018 0.419 1.169  0.181
C: 0.275 -1.068 -0.603  -0.082
Br: 0.891 -2.038 0.997  -0.012
N: 0.415 0.444 -0.365  -0.554
H: -0.259 1.935 0.786  0.217
C: -0.592 1.089 0.338  -0.438
H: -1.499 1.312 -0.370  0.213
I: 2.409 0.820 0.363  0.276
H: 0.832 -1.409 -1.419  0.215

***

(17)
Molecular formula: C2H4BrN
Method: DFT, ωB97M-V/def2-TZVPD

The maximum force is 4.7 eV/A. Its energy above the lowest of the compared OMol25 structures with the same formula, charge and spin is 216.3 kJ/mol. For the total energy, the calculation gives -73668.7508 eV.

Each line ends with the natural charge from an NBO analysis.
Geometry (Å):
H: -0.025 -2.123 -1.162  0.198
C: -0.083 0.566 0.234  -0.371
H: -0.247 1.543 -0.153  0.216
Br: -2.040 -2.583 -2.309  -0.036
N: -1.436 -0.451 -0.720  -0.394
H: 0.845 0.275 -0.132  0.178
H: -0.116 0.196 1.242  0.213
C: -0.957 -1.490 -1.155  -0.004

***

(18)
Molecular formula: C2H4BrN2
Method: DFT, ωB97M-V/def2-TZVPD

The maximum force is 5.5 eV/A. Its energy above the lowest of the compared OMol25 structures with the same formula, charge and spin is 473.9 kJ/mol. The charge is +1. For the total energy, the calculation gives -75148.5208 eV.

Each line ends with the natural charge from an NBO analysis.
Geometry (Å):
H: 0.109 3.073 0.416  0.388
C: -0.157 -0.687 -1.470  0.273
H: -1.466 2.525 0.742  0.403
N: 0.211 -1.311 -0.515  -0.439
N: -0.530 2.394 0.506  -0.832
H: -0.187 -2.604 0.884  0.247
Br: -0.368 1.294 -1.098  0.591
C: 0.601 -2.242 0.228  0.096
H: 1.786 -2.442 0.307  0.273

***

(19)
Molecular formula: C2H4BrNO
Method: DFT, ωB97M-V/def2-TZVPD

The maximum force is 5.1 eV/A. Its energy above the lowest of the compared OMol25 structures with the same formula, charge and spin is 237.7 kJ/mol. As for the SMILES: COC#N.Br. For the total energy, the calculation gives -75716.9194 eV.

Each line ends with the natural charge from an NBO analysis.
Geometry (Å):
H: 0.539 1.816 0.639  0.200
H: 2.271 1.474 0.544  0.202
C: 1.437 1.654 -0.066  -0.246
O: 1.455 0.384 -0.717  -0.484
H: 1.522 2.472 -0.740  0.199
C: 0.337 -0.295 -0.590  0.544
N: -0.544 -0.904 -0.252  -0.416
H: -3.266 -2.715 0.797  0.190
Br: -3.751 -3.885 0.384  -0.190

***

(20)
Molecular formula: C2H4BrNO
Method: DFT, ωB97M-V/def2-TZVPD

The maximum force is 5.4 eV/A. Its energy above the lowest of the compared OMol25 structures with the same formula, charge and spin is 339.5 kJ/mol. For the total energy, the calculation gives -75715.8645 eV.

Each line ends with the natural charge from an NBO analysis.
Geometry (Å):
H: -0.881 -0.067 2.129  0.176
H: 2.071 0.110 -1.563  0.427
H: -2.097 0.197 0.811  0.201
O: 0.354 2.107 -0.510  -0.505
C: -1.017 -0.182 1.100  -0.638
C: 0.388 0.943 -0.593  0.840
Br: -0.885 -2.075 0.413  -0.082
H: 0.930 -1.030 -0.767  0.447
N: 1.138 -0.003 -1.020  -0.865